No. 1
95
Properties=species:S:1:pos:R:3:forces:R:3:lowdin_charge:R:1 method="wB97M-V/def2-TZVPD" total_energy_ha=-5404.30824 charge=+2 e_above_lowest_kj_mol=257.63 homo_energy_ev=-11.66 homo_lumo_gap_ev=5.57
N -6.672 5.073 -5.738 0.2 -0.1 0.4 0.069
C -6.455 5.418 -4.456 0.4 -0.6 -0.5 -0.110
C -5.564 4.711 -3.623 0.0 -0.3 -0.1 -0.004
C -4.905 3.539 -4.088 -1.3 0.3 -1.2 -0.200
C -5.213 3.189 -5.424 -0.4 0.4 -0.3 -0.018
C -6.054 3.986 -6.218 0.1 -0.1 0.8 -0.114
C -3.916 2.761 -3.330 0.4 -0.7 -0.1 0.008
Mg -0.773 0.271 -0.411 1.0 -1.5 2.6 0.697
P 4.626 -0.472 -0.653 1.7 -0.8 0.0 0.965
C -3.156 1.751 -3.861 -0.9 0.0 -0.3 -0.033
C -1.759 1.513 -3.485 -0.6 -0.9 1.3 -0.215
C -0.790 1.343 -4.487 0.2 0.2 -0.7 -0.011
C 0.515 1.759 -4.288 0.0 -0.6 0.2 -0.109
C 0.944 2.207 -3.032 -0.6 -1.2 0.5 -0.576
C 0.056 2.109 -1.919 0.0 -0.8 -0.3 -0.122
C -1.287 1.541 -2.134 0.7 1.2 -0.5 -0.116
Br 2.856 2.185 -2.834 -1.5 1.4 0.1 0.963
H -3.777 3.061 -2.298 0.5 0.5 -0.1 0.118
H -3.516 1.306 -4.806 0.7 0.5 0.3 0.116
H -5.411 5.099 -2.621 0.1 -0.2 0.0 0.108
H -4.836 2.296 -5.907 0.2 0.1 0.2 0.097
H -7.016 6.303 -4.113 0.5 -0.6 0.0 0.121
H -6.245 3.717 -7.270 0.1 0.2 0.7 0.121
H -1.066 0.854 -5.445 0.0 0.9 0.6 0.152
H -2.008 1.062 -1.356 -0.2 2.4 -1.5 0.086
H 1.267 1.638 -5.065 -0.3 0.1 0.0 0.117
H 0.494 2.492 -0.968 -0.6 -0.7 -0.3 0.116
P -0.823 -2.129 -1.143 0.0 -0.4 -0.9 0.940
C 5.155 1.305 -0.560 -0.9 0.6 -0.4 -0.457
C 6.488 1.660 -1.258 0.3 -0.2 0.0 -0.151
H 5.168 1.590 0.503 0.1 -0.2 -0.2 0.079
H 4.375 1.929 -1.025 0.4 -0.1 0.5 -0.057
H 6.618 2.751 -1.261 -0.1 -0.2 0.1 0.073
H 7.385 1.243 -0.775 -0.5 0.0 0.0 0.076
H 6.531 1.345 -2.313 -0.2 0.0 0.3 0.068
C 3.943 -0.842 -2.298 0.0 0.6 -0.8 -0.490
C 4.823 -1.882 -2.994 0.0 -0.2 -0.3 -0.169
H 3.883 0.081 -2.895 0.3 -0.8 0.1 -0.036
H 2.914 -1.204 -2.226 0.3 0.1 0.1 0.022
H 4.486 -2.030 -4.031 0.1 0.0 0.2 0.070
H 5.873 -1.548 -3.018 -0.4 -0.2 0.0 0.071
H 4.771 -2.853 -2.472 0.2 0.4 -0.2 0.073
C 3.277 -0.826 0.547 0.0 0.5 0.3 -0.423
C 4.006 -1.632 1.650 -0.3 -0.4 0.7 -0.200
H 2.418 -1.391 0.115 0.7 0.3 0.0 0.054
H 2.891 0.144 0.923 -0.1 -0.5 0.1 0.062
H 3.364 -2.369 2.147 -0.1 0.2 0.0 0.056
H 4.878 -2.200 1.277 -0.5 0.4 0.0 0.053
H 4.377 -0.968 2.437 0.0 0.0 -0.1 0.069
C -0.826 -3.617 -0.050 0.4 0.2 1.1 -0.367
C -1.979 -4.621 -0.146 -0.1 0.1 -0.2 -0.122
H -0.785 -3.194 0.968 0.0 -0.3 -0.2 0.064
H 0.142 -4.142 -0.164 -0.4 0.4 -0.2 0.093
H -2.893 -4.237 0.316 0.1 -0.1 -0.2 0.068
H -2.184 -4.882 -1.187 -0.1 -0.1 0.1 0.075
H -1.719 -5.548 0.377 0.0 0.3 -0.1 0.090
C 0.549 -2.418 -2.366 0.2 0.0 0.5 -0.373
C 0.177 -2.208 -3.818 -0.1 0.1 -0.5 -0.120
H 1.012 -3.404 -2.198 -0.4 0.3 0.0 0.100
H 1.313 -1.683 -2.075 -0.2 -0.4 -0.1 0.018
H -0.842 -2.527 -4.030 0.0 -0.1 -0.1 0.061
H 0.250 -1.154 -4.090 0.0 0.0 0.0 0.056
H 0.832 -2.775 -4.483 0.0 0.1 0.1 0.093
C -2.421 -2.099 -2.059 -0.5 -0.2 -0.4 -0.401
C -3.607 -1.703 -1.150 -0.1 -0.1 0.1 -0.132
H -2.642 -3.066 -2.556 0.3 0.5 0.3 0.098
H -2.333 -1.336 -2.858 0.1 -0.4 0.3 0.070
H -4.579 -1.972 -1.606 0.6 0.2 0.1 0.099
H -3.568 -2.216 -0.180 0.0 0.1 -0.2 0.055
H -3.618 -0.621 -0.944 -0.1 -0.2 -0.1 0.058
N -1.411 -0.261 1.652 0.5 0.7 -1.5 -0.415
S -1.683 0.331 3.169 -0.6 -1.3 0.4 1.093
C -1.070 -0.980 4.239 -0.1 -0.3 -0.1 -0.417
C -2.040 -1.794 4.830 -0.1 0.8 0.0 -0.088
C -1.673 -2.734 5.777 0.1 -0.4 0.2 -0.058
C -0.326 -2.933 6.082 0.2 0.2 -0.2 -0.040
C 0.646 -2.211 5.374 0.1 0.0 -0.1 -0.046
C 0.279 -1.250 4.422 0.2 0.1 0.4 -0.077
C -0.597 1.694 3.506 0.6 0.4 0.1 -0.396
C -0.225 2.560 2.475 0.2 -0.4 0.3 -0.099
C 0.600 3.643 2.753 -0.2 0.0 0.5 -0.056
C 0.944 3.905 4.080 0.1 0.3 0.4 -0.046
C 0.519 3.097 5.148 -0.3 -0.1 -0.8 -0.028
C -0.248 1.968 4.845 0.0 -0.1 -0.2 -0.061
H -2.038 -1.082 1.546 0.3 0.8 0.3 -0.011
H -3.079 -1.627 4.573 -0.1 0.0 0.2 0.110
H -2.443 -3.300 6.300 0.2 0.1 -0.2 0.122
H -0.030 -3.647 6.866 -0.2 0.4 -0.5 0.127
H 1.706 -2.373 5.587 -0.4 0.0 -0.1 0.119
H 1.020 -0.673 3.867 0.0 -0.2 0.3 0.120
H -0.585 2.393 1.468 0.0 0.0 -0.1 0.071
H 0.929 4.312 1.958 -0.1 -0.2 0.2 0.118
H 1.513 4.805 4.302 0.0 -0.2 -0.1 0.119
H 0.744 3.352 6.194 0.0 -0.2 -0.7 0.131
H -0.571 1.309 5.651 0.0 0.1 -0.2 0.123

---

No. 2
16
Properties=species:S:1:pos:R:3:forces:R:3:lowdin_charge:R:1 method="wB97M-V/def2-TZVPD" total_energy_ha=-684.39783 charge=0 e_above_lowest_kj_mol=583.74 homo_energy_ev="-10.38 / -8.21" homo_lumo_gap_ev="9.30 / 5.57"
C 1.490 0.143 0.446 0.8 1.6 -0.3 -0.249
C 0.848 -0.874 0.514 -0.7 -0.8 0.2 0.132
C 3.787 0.898 -0.152 1.1 0.1 4.2 -0.137
C -3.542 -1.895 -0.072 0.1 0.0 1.8 -0.192
C 2.332 1.312 0.038 -0.4 -0.1 0.7 -0.307
F -3.601 0.649 -1.290 0.1 -0.1 -0.5 -0.160
F -3.774 0.777 1.144 0.0 -0.5 0.2 -0.168
Si -3.070 -0.106 0.005 0.5 0.3 0.2 0.519
H 4.518 1.747 -0.377 -1.1 -0.9 0.9 0.087
H 4.004 0.163 -0.892 -0.5 -0.7 -0.5 0.047
H 3.903 0.370 0.954 1.1 1.3 -2.8 0.129
H -4.505 -1.986 -0.465 -1.7 0.1 -1.0 0.008
H -2.902 -2.525 -0.633 0.9 -0.3 -0.7 0.016
H -3.650 -2.370 0.916 0.4 0.4 0.0 0.046
H 1.983 1.523 -0.943 -0.8 1.1 -0.7 0.082
H 2.181 2.175 0.806 0.4 -1.5 -1.6 0.146

---

No. 3
80
Properties=species:S:1:pos:R:3:forces:R:3:lowdin_spin:R:1 method="wB97M-V/def2-TZVPD" total_energy_ha=-7157.99321 charge=+2 e_above_lowest_kj_mol=1.84 spin_multiplicity=2 homo_energy_ev="-13.60 / -13.56" s2=0.762 homo_lumo_gap_ev="7.43 / 7.39"
Ni 0.793 -2.302 -0.589 0.0 0.0 0.0 0.939
N 2.118 -2.786 -2.161 0.0 0.0 0.0 0.024
C 1.603 -2.228 -3.426 0.0 0.0 0.0 0.001
C 0.083 -2.246 -3.395 0.0 0.0 0.0 0.000
N -0.459 -1.601 -2.175 0.0 0.0 0.0 0.015
C -0.878 -0.199 -2.374 0.0 0.0 0.0 0.003
C 0.254 0.811 -2.394 0.0 0.0 0.0 0.000
N 0.916 0.931 -1.064 0.0 0.0 0.0 -0.004
H 3.097 -2.548 -2.044 0.0 0.0 0.0 0.000
H 2.093 -3.802 -2.198 0.0 0.0 0.0 0.001
H 1.952 -2.782 -4.299 0.0 0.0 0.0 0.001
H 1.985 -1.212 -3.522 0.0 0.0 0.0 0.000
H -0.254 -3.285 -3.395 0.0 0.0 0.0 0.000
H -0.317 -1.779 -4.300 0.0 0.0 0.0 0.000
H -1.308 -2.100 -1.921 0.0 0.0 0.0 0.000
H -1.570 0.067 -1.575 0.0 0.0 0.0 0.000
H -1.425 -0.097 -3.317 0.0 0.0 0.0 0.001
H -0.157 1.783 -2.661 0.0 0.0 0.0 0.000
H 0.998 0.562 -3.149 0.0 0.0 0.0 0.000
H 1.907 1.129 -1.182 0.0 0.0 0.0 0.000
H 0.877 0.022 -0.581 0.0 0.0 0.0 -0.004
C -4.664 -3.431 0.129 0.0 0.0 0.0 0.002
C -4.047 -2.199 -0.043 0.0 0.0 0.0 0.000
C -2.686 -2.073 0.184 0.0 0.0 0.0 0.001
C -1.957 -3.179 0.606 0.0 0.0 0.0 0.001
C -2.569 -4.413 0.795 0.0 0.0 0.0 0.002
C -3.926 -4.532 0.546 0.0 0.0 0.0 0.000
N -0.558 -2.997 0.819 0.0 0.0 -0.1 0.023
N -0.090 -3.639 1.774 0.0 0.0 0.0 -0.015
C 1.309 -3.464 1.942 0.0 0.0 0.0 0.001
C 1.884 -3.971 3.091 0.0 0.0 0.0 -0.001
C 3.239 -3.755 3.292 0.0 0.0 0.0 -0.003
C 3.952 -3.053 2.334 0.0 0.0 0.0 0.000
C 3.290 -2.607 1.200 0.0 0.0 0.0 0.000
N 1.989 -2.808 0.999 0.0 0.1 0.0 0.019
H -5.724 -3.535 -0.060 0.0 0.0 0.0 0.000
H -4.624 -1.335 -0.347 0.0 0.0 0.0 0.000
H -2.196 -1.110 0.096 0.0 0.0 0.0 0.000
H -1.981 -5.261 1.120 0.0 0.0 0.0 0.000
H -4.412 -5.489 0.679 0.0 0.0 0.0 0.000
H 1.268 -4.509 3.798 0.0 0.0 0.0 0.000
H 3.729 -4.130 4.179 0.0 0.0 0.0 0.000
H 5.010 -2.862 2.449 0.0 0.0 0.0 0.000
H 3.824 -2.071 0.424 0.0 0.0 0.0 0.000
C 1.364 4.260 -2.564 0.0 0.0 0.0 0.000
Ge 1.220 4.473 -0.623 0.0 0.0 0.0 0.000
C -0.009 5.902 -0.142 0.0 0.0 0.0 0.000
C 2.991 4.702 0.162 0.0 0.0 0.0 0.000
Ge 0.215 2.394 0.232 0.0 0.0 0.0 0.000
C -1.698 2.225 -0.023 0.0 0.0 0.0 0.000
C -2.288 2.818 -1.143 0.0 0.0 0.0 0.000
C -3.654 2.722 -1.360 0.0 0.0 0.0 0.000
C -4.452 2.047 -0.444 0.0 0.0 0.0 0.000
C -3.885 1.483 0.689 0.0 0.0 0.0 0.000
C -2.515 1.569 0.900 0.0 0.0 0.0 0.000
C 0.845 1.545 1.853 0.0 0.0 0.0 0.000
C 1.709 2.213 2.719 0.0 0.0 0.0 0.000
C 2.136 1.610 3.894 0.0 0.0 0.0 0.000
C 1.699 0.333 4.216 0.0 0.0 0.0 0.000
C 0.841 -0.346 3.360 0.0 0.0 0.0 0.000
C 0.420 0.255 2.184 0.0 0.0 0.0 -0.001
H 1.846 5.150 -2.969 0.0 0.0 0.0 0.000
H 0.387 4.168 -3.039 0.0 0.0 0.0 0.000
H 1.979 3.403 -2.845 0.0 0.0 0.0 0.000
H 0.366 6.842 -0.548 0.0 0.0 0.0 0.000
H -0.085 6.003 0.940 0.0 0.0 0.0 0.000
H -1.004 5.723 -0.546 0.0 0.0 0.0 0.000
H 3.510 5.491 -0.383 0.0 0.0 0.0 0.000
H 3.593 3.795 0.101 0.0 0.0 0.0 0.000
H 2.920 5.006 1.205 0.0 0.0 0.0 0.000
H -1.685 3.382 -1.848 0.0 0.0 0.0 0.000
H -4.100 3.190 -2.228 0.0 0.0 0.0 0.000
H -5.521 1.987 -0.603 0.0 0.0 0.0 0.000
H -4.511 0.987 1.421 0.0 0.0 0.0 0.000
H -2.092 1.144 1.803 0.0 0.0 0.0 0.000
H 2.051 3.215 2.485 0.0 0.0 0.0 0.000
H 2.800 2.141 4.563 0.0 0.0 0.0 0.000
H 2.018 -0.129 5.141 0.0 0.0 0.0 0.000
H 0.480 -1.332 3.626 0.0 0.0 0.0 0.000
H -0.264 -0.285 1.530 0.0 0.0 0.1 -0.001

---

No. 4
20
Properties=species:S:1:pos:R:3:forces:R:3:lowdin_charge:R:1 method="wB97M-V/def2-TZVPD" total_energy_ha=-365.41191 smiles=C[C@H](N)CCO.O charge=0 e_above_lowest_kj_mol=80.27 homo_energy_ev=-9.39 homo_lumo_gap_ev=10.33
C -0.004 1.651 1.675 -1.0 0.0 -0.6 -0.065
C 0.323 0.970 0.348 0.6 -0.6 0.1 -0.454
N -0.588 -0.167 0.081 0.0 -0.4 0.7 0.029
C 1.799 0.562 0.308 0.2 0.8 -0.5 -0.172
C 2.282 0.230 -1.102 -0.1 0.0 0.1 -0.256
O 2.366 1.432 -1.885 -0.2 -0.4 0.1 -0.072
H 0.779 2.317 2.012 0.1 0.0 0.2 0.073
H -0.320 0.943 2.443 0.7 -0.3 0.1 0.075
H -0.916 2.221 1.539 -0.1 0.5 -0.1 0.072
H 0.224 1.638 -0.510 -0.3 0.5 0.3 0.121
H -1.195 -0.309 0.891 -0.1 0.3 -0.3 0.060
H -0.055 -1.032 0.105 0.2 0.0 -0.3 0.059
H 2.388 1.449 0.562 0.0 0.0 0.3 0.114
H 2.029 -0.198 1.043 0.0 -0.4 0.1 0.115
H 3.265 -0.244 -1.101 0.0 0.0 0.1 0.112
H 1.582 -0.446 -1.585 0.0 -0.3 -0.1 0.108
H 1.646 1.365 -2.517 0.1 0.3 -0.1 0.080
O -5.226 -3.757 -0.888 0.2 -0.1 0.4 -0.066
H -4.801 -4.094 -0.083 -0.2 0.1 -0.4 0.038
H -5.578 -4.531 -1.335 0.0 -0.1 0.0 0.028

---

No. 5
19
Properties=species:S:1:pos:R:3:forces:R:3:lowdin_charge:R:1 method="wB97M-V/def2-TZVPD" total_energy_ha=-3046.85081 charge=0 e_above_lowest_kj_mol=160.16 homo_energy_ev="-8.89 / -8.89" homo_lumo_gap_ev="8.52 / 8.52"
C -1.499 -1.881 1.580 -1.0 -1.0 2.1 -0.226
C -1.479 0.383 0.250 -1.3 -1.9 -1.2 -0.571
C 1.207 -1.033 -0.842 0.2 -1.8 0.4 -0.514
C 2.660 -0.650 -0.618 -0.9 -1.3 0.4 0.022
C -0.954 2.746 -0.052 0.7 -0.4 -1.1 -0.124
C -0.822 -1.618 0.367 -0.1 4.9 1.0 -0.149
N -2.134 -2.128 2.522 0.9 0.4 -1.2 0.175
N -0.771 1.356 0.305 1.1 0.3 1.4 -0.079
N 0.533 -1.399 0.340 1.8 -0.1 -0.1 0.059
O 0.643 -1.089 -1.889 -0.5 0.3 -1.3 0.108
Br -3.318 0.610 -0.431 -0.2 -0.6 0.2 0.592
H 2.474 0.382 -0.568 0.9 1.8 0.6 0.072
H 3.066 -1.141 0.265 -0.2 0.6 0.4 0.086
H 3.378 -0.888 -1.377 -0.3 -0.1 -1.0 0.084
H -1.940 3.113 -0.360 0.1 -0.9 -0.5 0.056
H -0.150 2.795 -0.796 -0.7 0.8 -0.6 0.091
H -0.661 3.484 0.651 0.6 0.0 1.5 0.062
H -1.281 -2.029 -0.465 -0.5 -0.6 -1.8 0.112
H 1.046 -1.013 1.118 -0.7 -0.3 0.7 0.142

---

No. 6
18
Properties=species:S:1:pos:R:3:forces:R:3:lowdin_charge:R:1 method="wB97M-V/def2-TZVPD" total_energy_ha=-401.43682 smiles="O=C(O)[C@@H]1CCC[NH2+]1" charge=+1 e_above_lowest_kj_mol=231.52 homo_energy_ev=-14.09 homo_lumo_gap_ev=10.54
O 1.389 1.022 0.434 -0.3 0.2 -0.4 0.135
C 0.360 1.140 -0.164 0.7 2.2 -0.6 -0.438
O 0.180 2.160 -1.058 -1.2 -1.1 -0.3 0.117
C -0.928 0.233 -0.087 -0.3 3.1 -0.4 -0.210
C -0.949 -0.369 1.262 -0.7 -1.5 4.0 -0.139
C 0.229 -1.302 1.134 5.5 2.2 2.0 -0.243
C 0.285 -1.945 -0.187 0.5 1.2 -2.3 0.017
N -0.615 -0.778 -1.124 0.0 -3.4 1.9 0.154
H 0.967 2.571 -1.460 0.1 -0.3 0.9 0.150
H -1.814 0.906 -0.234 0.8 -0.9 -0.7 0.186
H -0.826 0.406 2.156 0.1 -1.3 -2.3 0.188
H -1.817 -1.025 1.733 0.9 1.5 -2.0 0.171
H 0.453 -1.895 1.995 -0.8 -1.3 0.2 0.122
H 1.284 -0.659 1.265 -3.1 -1.5 -0.6 0.176
H -0.337 -2.789 -0.224 -0.9 -1.3 -0.5 0.096
H 1.246 -2.139 -0.811 -1.5 0.6 1.6 0.170
H -1.380 -1.409 -1.432 0.3 1.2 -0.1 0.189
H -0.001 -0.518 -1.877 -0.2 0.5 -0.5 0.160